Entry 1:
A cluster of 11 separate species, C44H55F33O22 in total at a distorted geometry. Source: the Open Molecules 2025 dataset; level of theory: the ωB97M-V functional and the def2-TZVPD basis.

Geometry (Å):
C 11.40418 -31.18137 22.89952
C 11.54515 -32.29768 23.91024
O 11.04711 -31.94572 25.21583
C 11.79850 -31.15601 25.94768
O 12.80355 -30.60282 25.62105
C 11.16035 -30.91947 27.33031
F 10.46291 -31.99321 27.72946
F 12.10441 -30.69266 28.24513
F 10.34040 -29.87271 27.29864
H 11.88017 -30.24410 23.19243
H 10.35633 -30.91255 22.75262
H 11.91498 -31.48671 21.98610
H 12.60322 -32.55252 24.00421
H 10.97659 -33.16898 23.60634
C 4.79318 -32.60537 37.97615
C 5.27125 -31.31469 37.34538
O 5.62037 -31.60604 35.98039
C 6.03148 -30.59384 35.24966
O 6.04441 -29.44035 35.57805
C 6.48783 -31.00949 33.83863
F 5.66569 -30.44714 32.93940
F 7.71763 -30.57548 33.58179
F 6.46639 -32.33140 33.66910
H 3.84584 -32.92319 37.54431
H 4.66609 -32.43882 39.04624
H 5.53307 -33.39374 37.84835
H 6.14266 -30.93570 37.88325
H 4.52343 -30.52474 37.39150
C 7.44607 -26.95501 33.19570
C 8.80483 -27.49447 33.58378
O 9.40783 -28.23147 32.50233
C 10.00780 -27.51569 31.59118
O 10.12090 -26.31898 31.56552
C 10.60918 -28.35467 30.44807
F 11.94275 -28.24275 30.47499
F 10.29035 -29.65172 30.58057
F 10.16825 -27.91593 29.27736
H 7.49631 -26.42411 32.24398
H 7.18299 -26.22553 33.96623
H 6.67002 -27.71667 33.17987
H 8.66883 -28.22646 34.37904
H 9.48793 -26.74232 33.96599
C 1.79296 -26.63680 39.41720
C 2.22083 -26.13544 38.05103
O 3.63036 -26.14049 37.78978
C 4.37143 -27.21086 37.97617
O 4.05782 -28.25759 38.46441
C 5.82313 -26.92257 37.53440
F 6.59856 -27.95687 37.80502
F 5.87277 -26.64893 36.22727
F 6.30080 -25.86146 38.20957
H 2.34993 -26.14306 40.20795
H 1.90934 -27.71633 39.47290
H 0.71897 -26.48118 39.53422
H 1.93755 -25.08578 37.95635
H 1.68560 -26.62410 37.23307
C 8.83047 -24.17547 27.63427
C 9.91008 -24.89548 28.38351
O 11.16562 -24.24781 28.10012
C 12.28521 -24.78035 28.51319
O 12.44734 -25.76269 29.17708
C 13.48117 -23.88991 28.12645
F 13.52389 -22.83059 28.95226
F 14.63091 -24.55843 28.24062
F 13.37283 -23.45146 26.86199
H 7.89307 -24.72118 27.71772
H 9.03008 -24.17491 26.55788
H 8.73396 -23.13510 27.93735
H 9.95723 -25.94176 28.09491
H 9.73073 -24.85640 29.45908
C 14.77284 -27.83823 32.39069
C 14.84421 -27.35747 30.95166
O 16.08360 -26.65318 30.74750
C 16.11329 -25.34017 30.76483
O 15.18315 -24.60651 30.91401
C 17.55029 -24.81845 30.55944
F 18.47765 -25.73993 30.83992
F 17.71922 -24.42556 29.29718
F 17.75817 -23.76497 31.35451
H 15.12755 -27.09334 33.10241
H 15.39084 -28.73019 32.52241
H 13.75024 -28.09467 32.66845
H 14.00787 -26.69188 30.75491
H 14.85416 -28.18097 30.24576
C 3.69856 -24.85830 34.06596
C 3.56215 -25.65729 32.80060
O 4.53240 -25.13302 31.87559
C 4.48471 -25.60927 30.64453
O 3.73097 -26.44705 30.23648
C 5.52939 -24.96811 29.70942
F 4.92295 -24.19277 28.81469
F 6.40913 -24.22803 30.39377
F 6.20544 -25.93382 29.08741
H 2.86136 -24.99536 34.75144
H 3.62453 -23.80087 33.79259
H 4.63084 -25.05227 34.58790
H 2.54892 -25.63089 32.40274
H 3.81988 -26.71129 32.93592
C 12.53860 -22.60788 32.07694
C 11.58414 -23.53142 32.77211
O 10.50436 -22.75647 33.35500
C 9.72745 -23.39706 34.19344
O 9.81525 -24.55291 34.49453
C 8.49700 -22.55962 34.58943
F 8.33651 -22.58346 35.92656
F 8.57886 -21.29539 34.20595
F 7.41708 -23.11406 34.03802
H 13.29604 -23.21059 31.56925
H 13.01947 -21.90374 32.75174
H 12.04916 -22.05133 31.27388
H 12.06693 -24.10843 33.56440
H 11.13499 -24.27817 32.11381
C 5.14426 -34.06733 29.30376
C 4.85520 -33.07635 30.40595
O 5.72532 -31.94642 30.31397
C 5.39711 -30.98197 29.48475
O 4.37775 -30.87336 28.87480
C 6.47226 -29.87008 29.47626
F 6.59911 -29.36430 28.24312
F 6.10573 -28.88291 30.29821
F 7.66653 -30.31834 29.86304
H 4.70774 -35.03634 29.56101
H 6.20962 -34.26099 29.18279
H 4.71516 -33.75771 28.35139
H 5.06304 -33.56719 31.35268
H 3.82460 -32.72934 30.37433
C 13.69561 -31.05906 31.29768
C 13.95305 -32.51336 31.04309
O 14.03997 -32.70798 29.62268
C 14.19487 -33.94250 29.20244
O 14.27245 -34.92728 29.87604
C 14.20859 -34.02972 27.66122
F 13.06920 -34.58721 27.24208
F 14.32039 -32.82967 27.08802
F 15.22867 -34.78644 27.25167
H 12.89856 -30.70457 30.63704
H 14.55683 -30.45098 31.00618
H 13.41198 -30.82352 32.31857
H 13.15793 -33.16124 31.42240
H 14.86607 -32.88297 31.51532
C 11.91218 -25.61397 41.27921
C 12.14794 -26.74389 40.29004
O 11.65230 -26.41436 38.98168
C 10.36665 -26.60440 38.77114
O 9.56082 -26.99135 39.56428
C 9.95585 -26.34344 37.30846
F 9.30987 -25.18257 37.20778
F 11.00611 -26.35280 36.48517
F 9.10376 -27.29619 36.91531
H 12.11234 -26.00496 42.27790
H 10.86243 -25.32427 41.25426
H 12.52708 -24.73757 41.08859
H 11.59880 -27.61291 40.64930
H 13.20418 -26.95937 40.17823

Output
Frontier orbital gap = 11.27 eV
Maximum force = 1.15 eV/A
2S+1 = 1
Net charge = 0
SMILES = CCOC(=O)C(F)(F)F.CCOC(=O)C(F)(F)F.CCOC(=O)C(F)(F)F.CCOC(=O)C(F)(F)F.CCOC(=O)C(F)(F)F.CCOC(=O)C(F)(F)F.CCOC(=O)C(F)(F)F.CCOC(=O)C(F)(F)F.CCOC(=O)C(F)(F)F.CCOC(=O)C(F)(F)F.CCOC(=O)C(F)(F)F
E = -6660.693699 Eh



Entry 2:
A structure of composition C2H4F3HoO2S at a distorted geometry. Source: the Open Molecules 2025 dataset; level of theory: the ωB97M-V functional and the def2-TZVPD basis.

Geometry (Å):
C -5.41242 1.01280 -1.52491
H -6.30784 1.16174 -0.91351
H -5.73644 1.29342 -2.54419
H -5.15386 -0.04998 -1.36872
Ho -4.72160 3.36412 1.63617
H -4.58472 1.66659 -1.19091
S -1.97902 4.47483 1.86096
O -2.67243 3.82115 0.63514
O -3.02442 4.18455 2.97084
C -0.67628 3.17417 2.26042
F 0.47156 3.54054 1.71200
F -0.53439 3.10953 3.57551
F -1.03316 1.99289 1.79394

Output
⟨S²⟩ = 6.005
Frontier orbital gap (spin up / spin down) = 7.20 / 7.45 eV
Maximum force = 4.31 eV/A
2S+1 = 5
Net charge = +2
E = -1874.200154 Eh



Entry 3:
A structure of composition C27H35F3N3O2PtS3Si3. Source: the Open Molecules 2025 dataset; level of theory: the ωB97M-V functional and the def2-TZVPD basis.

Geometry (Å):
Pt 0.08694 0.08417 -0.36337
F -6.45301 -0.11197 -1.57153
C -5.31624 0.62192 -1.42856
F -5.24657 1.38412 -2.52499
F -5.55131 1.43486 -0.38832
C -4.12355 -0.26794 -1.22281
C -4.28244 -1.62149 -1.35580
C -3.19032 -2.47551 -1.19060
C -1.99995 -1.90799 -0.82200
N -1.83566 -0.58912 -0.63681
C -2.83585 0.30242 -0.94763
S -2.48321 1.93511 -1.03263
H -5.25574 -2.02246 -1.60239
H -3.26904 -3.54401 -1.32424
H -1.11158 -2.50728 -0.66840
C 1.81037 3.09049 1.53447
Si 0.21828 2.27601 2.15755
C -1.11027 3.44990 1.54907
C 0.20135 2.60383 4.02998
C 0.08777 0.43532 1.75308
Si -1.31666 -0.38543 2.68572
C -0.94915 -0.57103 4.53919
C -2.92829 0.57432 2.58713
C -1.63051 -2.18200 2.17166
Si 1.69711 -0.40090 2.15659
C 2.63612 0.11628 3.71628
C 1.74308 -2.27585 2.18664
C 2.80058 0.18711 0.72803
C 4.18032 0.34674 0.71370
C 4.80205 0.91725 -0.38348
C 4.02244 1.33827 -1.44921
C 2.65524 1.14503 -1.39631
N 2.07107 0.57264 -0.33789
H 1.80259 4.12247 1.89952
H 1.82975 3.13012 0.44370
H 2.73577 2.62533 1.87818
H -0.99618 4.36788 2.13835
H -2.12611 3.08109 1.67901
H -0.98640 3.69319 0.49530
H 0.55986 3.62561 4.19201
H 0.80798 1.93384 4.63704
H -0.82547 2.56349 4.40453
H -0.83789 0.37471 5.06789
H -0.05195 -1.17092 4.72062
H -1.78951 -1.11022 4.98897
H -2.91734 1.41793 3.28340
H -3.76430 -0.07396 2.86609
H -3.11768 0.97298 1.58903
H -1.57294 -2.82694 3.05317
H -0.90638 -2.55063 1.44710
H -2.62630 -2.29623 1.73881
H 2.08583 -0.15535 4.62003
H 2.84323 1.18610 3.75885
H 3.59138 -0.41811 3.74647
H 1.12866 -2.68091 2.99429
H 2.77519 -2.59677 2.35620
H 1.40316 -2.69582 1.23962
H 4.75679 0.03132 1.57422
H 5.87735 1.04566 -0.40444
H 4.45626 1.81014 -2.31973
H 2.00056 1.45274 -2.20108
O -1.59348 0.23411 -3.88508
S -0.17736 0.34365 -3.71539
O 0.43097 1.64663 -3.71576
N 0.34497 -0.52346 -2.39507
C 1.02108 -1.62694 -2.73331
S 1.63412 -2.76601 -1.69458
C 1.20956 -1.74307 -4.21263
C 1.89117 -2.72444 -4.91450
C 1.95126 -2.62299 -6.29668
C 1.34162 -1.56447 -6.96878
C 0.65772 -0.58187 -6.26671
C 0.61799 -0.70134 -4.89180
H 2.35374 -3.53942 -4.37395
H 2.47911 -3.37759 -6.86616
H 1.40302 -1.50946 -8.04820
H 0.17525 0.24518 -6.77065

Output
Frontier orbital gap = 6.63 eV
Maximum force = 0.24 eV/A
2S+1 = 1
Net charge = -1
E = -3846.839032 Eh



Entry 4:
A cluster of 7 separate species, C16H32O27S6 in total at a distorted geometry. Source: the Open Molecules 2025 dataset; level of theory: the ωB97M-V functional and the def2-TZVPD basis.

Geometry (Å):
C 14.68140 8.79676 7.48964
C 15.37445 9.16089 8.75640
O 16.07433 10.40132 8.59380
C 16.69790 11.01815 9.57991
O 17.09743 10.47139 10.57898
O 16.89852 12.23717 9.24991
C 18.00788 12.79592 10.03506
H 13.78116 9.33440 7.33731
H 14.39654 7.75706 7.44093
H 15.28112 9.00735 6.58034
H 16.09835 8.43410 8.99311
H 14.55940 9.19270 9.40932
H 18.93605 12.19918 9.88613
H 17.76809 12.79082 11.04472
H 18.07795 13.83579 9.63925
C 14.30934 15.45891 14.06878
C 13.66196 14.32434 14.90065
O 12.63040 14.99827 15.59819
S 11.85597 15.99755 14.58872
O 11.21731 17.03396 15.28983
O 11.07562 15.28420 13.63484
O 13.19746 16.44371 13.83377
H 14.69875 15.11542 13.10840
H 15.00184 16.08426 14.67995
H 14.34900 13.81687 15.61989
H 13.31371 13.61612 14.14136
C 12.46390 9.03756 14.57490
C 13.01056 7.59115 14.74902
O 13.57067 7.33710 13.40522
S 12.87367 8.10124 12.17159
O 12.03652 7.23257 11.42692
O 13.94370 8.85801 11.49693
O 11.98250 9.01717 13.17238
H 13.22555 9.83242 14.59294
H 11.55815 9.25999 15.07971
H 12.46000 6.67289 15.02887
H 13.94674 7.63463 15.30832
C 17.42262 10.02717 13.40761
C 16.35644 11.09246 13.17762
O 15.59430 11.16294 14.38277
S 16.29657 10.20459 15.58942
O 15.63282 8.96513 15.64516
O 16.52231 11.05908 16.71850
O 17.70566 10.06034 14.82164
H 18.32913 10.30210 12.86705
H 17.07338 9.00648 13.11585
H 15.80186 10.87089 12.27015
H 16.77286 12.07160 12.94559
C 9.23670 6.84001 8.18282
C 9.09291 7.39206 9.67404
O 8.17424 8.48658 9.52800
S 8.48014 9.18605 8.13061
O 9.75832 9.79922 8.17774
O 7.33090 9.86060 7.66133
O 8.65814 7.83908 7.34367
H 8.75683 5.90447 7.97937
H 10.32048 6.76661 8.00095
H 10.05449 7.77829 9.99949
H 8.59847 6.64102 10.32707
C 9.24761 16.58749 11.70733
C 8.12535 15.74288 12.36913
O 7.56629 14.97597 11.29552
S 8.78321 14.55199 10.32745
O 8.26294 14.58731 9.02024
O 9.45627 13.40006 10.74135
O 9.73537 15.76831 10.64723
H 10.09225 16.79319 12.33500
H 8.94341 17.54554 11.32166
H 7.34475 16.37213 12.75596
H 8.69664 15.19060 13.27316
C 12.21788 11.95170 9.28910
C 11.99256 11.53002 10.72040
O 12.35004 12.74298 11.41604
S 13.58394 13.50138 10.75829
O 14.83514 13.09178 11.32189
O 13.34729 14.89363 10.76724
O 13.42683 12.82409 9.27394
H 11.39063 12.47358 8.82045
H 12.49710 11.03335 8.68474
H 12.45630 10.71123 11.11100
H 10.93019 11.41168 10.91088

Output
Frontier orbital gap = 10.94 eV
Maximum force = 4.48 eV/A
2S+1 = 1
Net charge = 0
SMILES = O=S1(=O)OCCO1.O=S1(=O)OCCO1.O=S1(=O)OCCO1.O=S1(=O)OCCO1.O=S1(=O)OCCO1.O=S1(=O)OCCO1.CCOC(=O)OC
E = -5049.283875 Eh



Entry 5:
A cluster of 4 separate species, C4H17NO5 in total at a distorted geometry. Source: the Open Molecules 2025 dataset; level of theory: the ωB97M-V functional and the def2-TZVPD basis.

Geometry (Å):
C 1.63483 0.75812 0.14196
O 1.86300 0.23302 -1.08755
C 0.39919 -0.18210 0.66143
C 0.68838 -1.58937 0.25602
C 1.95226 -2.18160 0.77564
O 2.26611 -1.95874 2.13324
N -0.81353 0.22717 0.15314
H 2.46111 0.49598 0.77147
H 1.47475 1.85377 0.07245
H 2.03047 0.81963 -1.79680
H 0.55898 -0.17559 1.81806
H 0.52042 -1.74272 -0.73046
H -0.23453 -2.22924 0.63574
H 2.82674 -1.80796 0.28577
H 1.76504 -3.33568 0.51349
H 1.88860 -1.24556 2.68255
H -1.41900 0.79881 0.66275
H -1.15753 -0.28571 -0.57187
H -0.34965 -0.55178 -3.99670
H -1.25124 0.49493 -3.83770
O -1.27578 -0.49314 -3.71780
H -3.80927 0.76826 1.61730
H -3.20655 0.49138 2.86934
O -3.00861 1.01631 2.05144
H -3.09676 3.23240 -1.06377
H -2.01091 2.73217 -0.24651
O -2.26270 3.36085 -0.85025

Output
Frontier orbital gap = 8.64 eV
Maximum force = 6.40 eV/A
2S+1 = 1
Net charge = 0
SMILES = N[C@H](CO)CCO.O.O.O
E = -593.440743 Eh



Entry 6:
A cluster of 2 separate species, C4H12 in total at a distorted geometry. Source: the Open Molecules 2025 dataset; level of theory: the ωB97M-V functional and the def2-TZVPD basis.

Geometry (Å):
C -1.33096 0.71053 0.65252
C -1.03941 2.09482 1.23922
H -2.21554 0.25544 1.09678
H -1.37111 0.81532 -0.43060
H -0.54482 0.01200 0.91326
H -0.08443 2.54661 0.95385
H -1.18638 2.12924 2.31404
H -1.68718 2.79327 0.69324
C 1.09946 -1.25962 -1.70349
C 1.23078 -1.55986 -0.20816
H 2.13265 -1.11139 -2.02151
H 0.69728 -2.02988 -2.34295
H 0.65074 -0.26947 -1.78844
H 2.04469 -2.24460 0.05996
H 1.51959 -0.69959 0.39547
H 0.31934 -1.88307 0.30256

Output
Frontier orbital gap = 12.49 eV
Maximum force = 1.99 eV/A
2S+1 = 1
Net charge = 0
SMILES = CC.CC
E = -159.568832 Eh